(1)
DFT (ωB97M-V/def2-TZVPD) results for a 2-piece molecular cluster, C2H3O3S2 overall in a non-equilibrium geometry.

Gap between HOMO and LUMO   5.99 eV
E_HOMO   -2.65 eV
Net charge   -1
Energy relative to the best compared isomer or geometry (same formula, charge and spin)   264.3 kJ/mol

The geometry in XYZ format:
```
10
C2H3O3S2 ωB97M-V/def2-TZVPD
C 0.2827 -2.5315 -2.4342
C -0.6725 0.2778 0.4928
O -0.7673 -2.8532 -2.6514
O 1.4040 -2.3065 -2.3861
O -0.9901 1.5788 0.8829
S 1.0122 -0.0959 1.2943
S -0.1950 0.2563 -1.4627
H -0.3303 2.2258 0.5687
H 1.8744 0.3799 0.3202
H -1.1124 1.1582 -1.5224
```

These are the Mulliken partial charges, in e, on atoms 1 to 5: number 1, C, carries 0.67; number 2, C, carries -0.40; number 3, O, carries -0.34; number 4, O, carries -0.38; number 5, O, carries -0.25

(2)
DFT (ωB97M-V/def2-TZVPD) results for a 3-piece molecular cluster, C2H10NO3 overall in a non-equilibrium geometry.

Gap between HOMO and LUMO (spin up / spin down)   10.68 / 7.10 eV
Multiplicity   2
E_HOMO (spin up / spin down)   -10.12 / -10.10 eV
Expectation value of S²   0.755
Net charge   0
Energy relative to the best compared isomer or geometry (same formula, charge and spin)   111.6 kJ/mol

The geometry in XYZ format:
```
16
C2H10NO3 ωB97M-V/def2-TZVPD
C 1.2783 0.1529 -0.2460
O -0.1116 0.3717 -0.2462
C 1.8032 -0.0857 1.2053
N 1.0088 -0.7481 2.1984
H 1.6367 -0.6828 -0.8444
H 1.8542 0.9495 -0.8448
H 2.8076 -0.7040 1.2264
H 1.9797 0.9372 1.5886
H 0.1735 -0.2503 2.6228
H 0.6336 -1.6245 1.7852
H -1.8983 1.4496 -2.0811
H -0.4441 1.2855 -1.5353
O -0.9825 1.3144 -2.4311
H -2.1068 -1.2936 0.7171
H -1.7007 -0.5336 -0.7432
O -2.4667 -1.0237 -0.2020
```

These are the Mulliken partial charges, in e, on atoms 1 to 5: number 1, C, carries -0.21; number 2, O, carries -0.51; number 3, C, carries -0.61; number 4, N, carries -0.55; number 5, H, carries 0.30

(3)
DFT (ωB97M-V/def2-TZVPD) results for one molecule with the formula C9H10ClNO3 in a non-equilibrium geometry.

Gap between HOMO and LUMO (spin up / spin down)   8.26 / 8.26 eV
SMILES   C=C1C=CC=C[C@@H]1O/[N+]([O-])=C(\Cl)CO
E_HOMO (spin up / spin down)   -8.51 / -8.51 eV
Net charge   0
Energy relative to the best compared isomer or geometry (same formula, charge and spin)   218.4 kJ/mol

The geometry in XYZ format:
```
24
C9H10ClNO3 ωB97M-V/def2-TZVPD
C 0.0992 0.6990 -1.3987
C 0.3209 1.0065 -0.1495
C 1.5669 0.9924 0.5531
C 1.6709 1.4626 1.8220
C 0.4513 1.7886 2.5427
C -0.7711 1.6674 2.0803
C -0.9341 1.0705 0.7625
O -1.1489 -0.2630 1.2921
N -1.3620 -1.1376 0.3048
O -2.5307 -1.2964 -0.1055
C -0.4338 -1.7774 -0.3372
Cl 1.1621 -1.7406 0.1796
C -0.9391 -2.4257 -1.6516
O -1.6573 -3.6682 -1.4508
H -0.8853 0.7043 -1.7094
H 0.9204 0.6240 -2.1685
H 2.4951 1.0125 -0.1006
H 2.6411 1.6432 2.2349
H 0.5782 1.9543 3.6628
H -1.6708 2.0110 2.6867
H -1.9496 1.1891 0.2285
H -0.1012 -2.5783 -2.3036
H -1.5784 -1.6713 -2.0934
H -2.6039 -3.3983 -1.0897
```

These are the Mulliken partial charges, in e, on atoms 1 to 5: number 1, C, carries -0.89; number 2, C, carries 0.41; number 3, C, carries -0.65; number 4, C, carries -0.54; number 5, C, carries -0.33

Molecular weight values (in g mol⁻¹) by entry order: 139.18 96.11 215.64.